Here is C54H49N6O5PTa as an isolated structure in a non-equilibrium geometry from the Open Molecules 2025 dataset. Energies are from ωB97M-V/def2-TZVPD.

Results
**E**: -86787.5571 eV

```
! RIJCOSX wB97M-V def2-TZVPD def2/J DEFGRID3
* xyz 3 1
Ta -8.89 13.25 20.36
P -9.94 15.11 17.51
O -9.65 13.92 18.60
O -4.28 12.51 19.79
O -5.36 10.64 14.93
O -9.35 8.67 19.12
O -7.82 14.74 21.19
N -9.74 13.43 22.20
N -5.98 11.46 17.35
N -8.88 13.98 23.10
N -10.93 12.41 20.41
N -7.00 12.89 18.96
N -7.51 10.65 18.86
C -4.53 10.59 13.74
C -7.03 15.40 23.32
C -4.15 7.74 16.89
C -10.35 7.66 19.32
C -9.70 16.94 19.46
C -11.52 12.18 21.64
C -8.23 10.61 20.03
C -4.68 13.74 19.35
C -9.19 16.57 18.19
C -6.82 11.75 18.39
C -5.94 16.01 22.70
C -13.91 15.88 18.22
C -5.02 9.75 15.91
C -8.66 13.37 15.63
C -4.01 8.40 18.12
C -7.95 14.72 22.53
C -8.93 9.34 20.22
C -8.40 9.64 22.58
C -6.22 14.94 17.92
C -13.65 15.63 15.83
C -9.23 15.64 14.91
C -4.64 8.43 15.76
C -11.29 12.83 24.10
C -12.32 15.35 16.00
C -11.40 11.84 19.30
C -10.91 12.92 22.67
C -11.69 15.40 17.26
C -4.07 15.89 18.36
C -14.49 15.86 16.96
C -7.20 15.38 24.66
C -12.50 15.62 18.40
C -8.15 13.14 14.35
C -7.82 18.58 18.11
C -4.93 16.47 23.51
C -12.63 11.34 21.71
C -9.15 18.09 20.06
C -5.08 16.45 24.92
C -8.34 17.47 17.48
C -8.89 8.84 21.52
C -7.87 10.91 22.35
C -5.32 10.21 17.19
C -3.82 14.84 19.22
C -4.67 9.62 18.24
C -5.98 13.89 18.82
C -8.55 15.39 13.69
C -13.07 10.72 20.59
C -9.26 14.66 15.92
C -3.70 12.51 21.10
C -7.96 14.16 13.42
C -6.23 15.93 25.48
C -12.42 10.91 19.36
C -8.21 18.92 19.42
C -8.07 11.50 21.10
C -5.28 15.92 17.69
H -12.24 13.36 24.36
H -8.10 17.28 16.39
H -8.42 9.17 23.57
H -10.85 7.66 20.31
H -7.79 19.74 19.96
H -7.13 19.20 17.67
H -2.90 14.75 19.77
H -3.30 16.68 18.25
H -11.68 15.10 15.17
H -5.83 16.10 21.60
H -4.62 10.16 19.23
H -4.07 13.43 21.55
H -10.35 16.31 20.05
H -5.46 16.77 17.04
H -8.12 14.95 25.07
H -4.00 16.81 23.05
H -13.93 10.03 20.61
H -8.76 12.59 16.37
H -7.52 9.88 18.23
H -11.48 11.80 24.36
H -6.43 16.14 26.50
H -7.51 14.07 12.48
H -7.89 12.09 14.10
H -5.29 10.51 12.93
H -2.65 12.43 21.01
H -3.97 11.51 13.69
H -9.50 18.38 21.03
H -7.36 11.47 23.18
H -3.81 9.75 13.67
H -7.17 14.96 17.40
H -14.56 15.99 19.11
H -12.74 10.40 18.43
H -9.20 7.85 21.71
H -11.15 7.73 18.54
H -15.54 16.06 16.82
H -9.67 16.68 15.09
H -9.87 6.66 19.26
H -3.85 6.74 16.82
H -10.87 12.14 18.39
H -12.06 15.61 19.41
H -5.76 12.17 16.64
H -4.67 7.97 14.79
H -14.08 15.75 14.87
H -8.33 16.17 12.98
H -3.60 7.95 19.01
H -4.23 16.76 25.50
H -10.49 13.24 24.80
H -13.18 11.28 22.69
H -4.08 11.65 21.64
*
```

---

Here is C54H51F15GeN7OSTeTi as an isolated structure in a non-equilibrium geometry from the Open Molecules 2025 dataset. Energies are from ωB97M-V/def2-TZVPD.

Results
**E**: -207824.7377 eV
**⟨S²⟩**: 0.756

```
! RIJCOSX wB97M-V def2-TZVPD def2/J DEFGRID3
* xyz 0 2
Te -3.23 0.70 1.00
Ge -0.15 -4.74 0.76
Ti 0.40 0.38 0.18
S -0.53 -2.66 0.70
F -1.14 -6.79 -1.64
F 2.70 -6.23 1.14
F -5.72 -6.89 -0.58
F -2.70 -4.62 2.22
F 1.10 -7.36 6.17
F 4.56 -6.88 -0.71
F 0.01 -4.36 -2.21
F 4.13 -6.31 -3.34
F -5.24 -5.40 1.65
F 1.86 -5.02 -4.09
F 1.42 -3.70 3.25
F 1.95 -4.82 5.65
F -0.77 -7.62 1.88
F -0.24 -8.76 4.27
F -3.65 -7.64 -2.17
O -2.16 3.42 1.19
N -2.12 0.54 -1.95
N -0.89 1.77 0.15
N 2.06 -0.92 0.60
N -1.65 -0.58 -1.35
N 0.37 0.55 2.27
N 1.08 0.16 -1.83
N 1.93 1.85 0.22
C -3.53 -1.03 -2.50
C -3.32 2.19 3.66
C -7.53 -0.07 1.89
C -1.15 3.01 0.58
C 0.99 -4.95 3.50
C -4.24 -5.74 0.85
C -2.94 -5.33 1.11
C 2.37 -0.91 2.04
C -3.22 2.44 5.02
C 0.44 4.34 -0.92
C 1.11 -5.03 -1.85
C 1.37 5.35 -1.09
C 2.72 1.83 -1.01
C 1.27 -5.34 -0.51
C 0.19 4.96 1.39
C 0.29 -5.62 2.51
C -2.49 -1.54 -1.70
C 3.01 -1.46 -1.67
C -3.42 -6.87 -1.11
C 2.46 -5.96 -0.16
C -6.05 2.11 1.00
C -2.60 -0.09 3.99
C 3.21 -6.00 -2.43
C 1.75 6.14 -0.01
C 0.16 -7.51 4.02
C -5.40 0.90 1.29
C -2.29 -1.49 3.53
C 1.27 -5.51 4.73
C 1.62 -1.15 -2.24
C -5.55 -1.55 2.01
C -2.82 1.42 5.87
C -2.15 -6.42 -0.82
C -0.14 4.11 0.33
C -8.18 1.13 1.65
C 2.14 2.28 2.75
C -5.34 3.31 0.44
C 2.71 2.45 1.32
C -9.67 1.25 1.84
C 0.84 -6.80 5.00
C -6.15 -0.20 1.72
C -3.27 0.31 -2.62
C -2.52 0.18 5.36
C 3.06 -1.67 -0.15
C -4.48 -6.51 -0.28
C -2.99 0.94 3.13
C 1.10 -0.59 2.84
C -1.88 -5.63 0.28
C 2.05 -5.35 -2.81
C -0.11 -6.91 2.80
C 1.88 1.33 -2.20
C 0.69 1.83 2.90
C 1.14 5.95 1.22
C 3.42 -6.29 -1.09
C -7.43 2.20 1.20
H 3.17 -0.20 2.22
H 1.70 -1.20 -3.33
H -0.63 0.39 2.40
H 2.94 -2.74 0.07
H -6.04 4.11 0.24
H 3.35 -2.38 -2.15
H -9.94 1.06 2.87
H 1.22 2.13 -2.51
H -4.56 -1.65 1.56
H -2.33 -2.55 -1.39
H -0.33 4.84 2.33
H 0.48 1.78 3.97
H 2.78 1.60 3.31
H -2.22 -0.63 6.02
H 2.56 1.11 -3.04
H -3.47 3.42 5.40
H 2.50 6.90 -0.13
H 4.05 -1.38 0.21
H -10.01 2.25 1.56
H 2.82 3.52 1.11
H 0.47 -1.47 2.77
H -1.74 1.42 -1.60
H -8.10 -0.93 2.21
H 1.35 -0.42 3.89
H -6.19 -2.34 1.63
H -2.18 -1.56 2.45
H -2.75 1.60 6.94
H 0.13 3.74 -1.77
H 1.81 5.54 -2.06
H 1.17 -1.47 0.51
H 0.90 -1.91 -1.92
H 3.11 2.83 -1.25
H -4.82 3.04 -0.49
H 3.71 2.02 1.29
H -7.92 3.15 0.99
H -1.38 -1.86 4.01
H 2.21 3.25 3.24
H 2.72 -1.90 2.37
H -3.09 -2.17 3.83
H 0.03 2.58 2.47
H 0.18 0.22 -2.29
H 3.71 -0.67 -1.96
H -4.58 3.67 1.13
H -4.36 -1.58 -2.92
H -10.19 0.53 1.21
H 1.42 6.57 2.06
H 3.57 1.17 -0.84
H -5.46 -1.69 3.09
H -3.62 2.98 2.99
H 1.11 2.44 0.07
H -3.79 1.10 -3.13
*
```